# C17H28N6O6Ta

A structure of composition C17H28N6O6Ta (ωB97M-V/def2-TZVPD, the OMol25 dataset).

Structure (XYZ):
```
58
C17H28N6O6Ta | the OMol25 dataset | ωB97M-V/def2-TZVPD
Ta -0.4753 0.7316 -1.0762
O 1.6055 -4.4815 5.6863
O -0.8337 -0.6125 0.4824
O 3.6070 -3.8357 5.2009
O -1.3242 2.4687 -2.2633
O 1.1195 0.1582 0.1880
O -1.1456 0.9369 -3.5912
N -2.4012 1.4336 -0.2916
N 0.5542 2.6403 -0.6913
N 2.4183 -3.9021 5.0091
N -1.9292 -0.6883 -1.8639
N -1.4877 2.1074 -3.4832
N 1.1291 0.7600 -2.5580
C 0.4568 -1.6969 -2.2768
C 2.0089 2.5877 -1.1635
C -2.2030 2.4337 0.8535
C -3.2806 0.2452 0.0553
C 2.3676 1.2806 -1.8795
C 1.8740 -3.0185 3.9400
C -3.0238 -0.9750 -0.8673
C 2.7750 -2.2426 3.2268
C -0.8054 2.4291 1.4770
C 0.4025 -0.6589 0.9171
C 0.0009 -2.2425 2.7210
C 0.3286 3.1374 0.7342
C 0.5031 -3.0347 3.7266
C -1.0885 -1.8677 -2.3175
C 1.1813 -0.6417 -3.1299
C 0.8886 -1.4441 1.9645
C 2.2783 -1.4388 2.2281
H -2.7290 -1.8168 -0.2535
H -2.8771 1.9507 -1.0259
H 2.6651 2.7311 -0.3089
H 2.1473 3.4394 -1.8276
H 1.2533 3.0017 1.2888
H 0.9509 1.3825 -3.3421
H -3.0786 -0.0356 1.0822
H -1.0627 -2.2292 2.5233
H 2.7291 0.5359 -1.1845
H 0.8500 -1.7059 -1.2567
H 0.7393 -0.6052 -4.1229
H 2.2245 -0.9349 -3.2310
H 3.8278 -2.2876 3.4683
H 3.1494 1.4627 -2.6164
H -2.4399 3.4178 0.4492
H -0.5119 1.4201 1.7712
H -2.9478 2.2065 1.6127
H -2.3837 -0.3279 -2.6967
H 0.8054 -2.6547 -2.6725
H -0.1244 -3.6615 4.3448
H -1.3234 -2.7108 -1.6732
H -3.9277 -1.2488 -1.4071
H -0.8982 2.9532 2.4317
H 0.0980 3.3261 -1.2856
H 2.9462 -0.8116 1.6541
H 0.1313 4.2069 0.6738
H -1.3906 -2.1193 -3.3321
H -4.3234 0.5463 -0.0215
```

## Properties
- E_HOMO (eV) = -18.198
- F_max (eV/Å) = 1.2
- molecular weight (g/mol) = 593.395
- net charge = +3
- 2S+1 = 1

Results of the Löwdin charge analysis, in e, for atoms 1 through 5: atom 1 (Ta): 2.13, atom 2 (O): 0.14, atom 3 (O): -0.14, atom 4 (O): 0.14, atom 5 (O): -0.24